(1)
{
  "formula": "C7H10NO3",
  "method": "wB97M-V/def2-TZVPD",
  "e_homo_ev": [-13.236, -13.237],
  "gap_ev": [8.4, 8.4],
  "relative_energy_kcal_mol": 103.77,
  "total_charge": 1,
  "symbols": ["C", "C", "C", "C", "C", "C", "C", "N", "O", "O", "O", "H", "H", "H", "H", "H", "H", "H", "H", "H", "H"],
  "xyz": [[-1.35446, 0.07447, 0.93674], [0.89800, 0.64476, 1.22718], [-1.48213, 0.10294, -0.38557], [-0.33085, 0.55367, 1.71182], [-0.63185, 0.86937, 3.17735], [0.99360, 0.27827, -1.19166], [0.77438, -2.16877, -1.16052], [-0.50203, 0.79208, -1.27272], [-1.60096, 0.37486, 3.76495], [1.71343, 1.20034, -1.84751], [1.18516, -0.97972, -1.73830], [-2.24580, -0.38686, 1.47328], [1.88267, 1.05616, 1.64272], [-2.37920, -0.20523, -0.82898], [-0.04154, 1.62143, 3.75065], [0.90056, -2.91115, -1.99475], [-0.19855, -1.93732, -0.83552], [1.61918, -2.33543, -0.40645], [-0.88058, 0.82510, -2.32793], [-0.36664, 1.71597, -1.00537], [2.04762, 0.81507, -2.68942]],
  "forces_ev_per_a": [[-4.2, -2.0, -1.3], [1.9, 0.8, -2.2], [1.0, 1.0, 0.5], [3.1, 1.1, 2.1], [-2.3, -0.5, 2.0], [-0.5, -1.5, 1.1], [2.8, -1.2, 0.4], [-1.0, -3.0, -2.7], [2.2, 0.8, -1.9], [0.0, -0.4, 0.1], [0.7, 4.9, -1.0], [1.3, 0.6, -0.6], [-1.6, -0.9, -0.7], [-0.8, -0.5, -0.9], [0.3, -0.5, -0.7], [-0.6, 0.5, 1.1], [-1.3, -1.2, 1.0], [-1.9, -0.5, -0.3], [1.1, -0.2, 2.7], [0.1, 2.5, 0.8], [0.0, 0.1, 0.6]]
}

(2)
{
  "formula": "C27H71N6O12V",
  "method": "wB97M-V/def2-TZVPD",
  "e_homo_ev": [-9.426, -9.426],
  "gap_ev": [6.5, 6.8],
  "total_charge": 1,
  "multiplicity": 2,
  "symbols": ["O", "V", "N", "O", "O", "O", "C", "C", "C", "O", "H", "H", "H", "H", "H", "H", "H", "H", "C", "O", "C", "C", "N", "C", "C", "O", "C", "H", "H", "H", "H", "H", "H", "H", "H", "H", "H", "H", "H", "H", "H", "H", "C", "O", "C", "C", "N", "C", "C", "O", "C", "H", "H", "H", "H", "H", "H", "H", "H", "H", "H", "H", "H", "H", "H", "H", "C", "C", "C", "O", "C", "N", "H", "H", "H", "H", "H", "H", "H", "H", "H", "H", "H", "C", "C", "C", "O", "C", "N", "H", "H", "H", "H", "H", "H", "H", "H", "H", "H", "H", "C", "C", "C", "O", "C", "N", "H", "H", "H", "H", "H", "H", "H", "H", "H", "H", "H"],
  "xyz": [[-3.71031, 0.69730, -1.81394], [-2.40400, 0.58575, -0.93843], [0.59965, 0.15144, 0.65452], [1.56470, -0.48293, 0.19764], [-0.55490, 0.15978, 0.21114], [0.75991, 0.79856, 1.65886], [3.66347, -0.28912, -2.37739], [2.54873, 0.12571, -3.25312], [2.49343, -0.80031, -4.45539], [1.36869, 0.04055, -2.54582], [3.69663, 0.42496, -1.55453], [4.63422, -0.30467, -2.87286], [3.50264, -1.29920, -2.00060], [2.62874, 1.18172, -3.51108], [3.43274, -0.83356, -5.00739], [1.73717, -0.77930, -5.24007], [2.42788, -1.81674, -4.06723], [1.56063, -0.13646, -1.62201], [8.33781, -2.13260, 0.14193], [7.33055, -1.20568, 0.03775], [6.42115, -1.29291, 1.12849], [5.29652, -0.29806, 0.88777], [4.10691, -0.39273, 1.79663], [4.16687, 0.41571, 3.04539], [3.88438, 1.87301, 2.76769], [5.04024, 2.62710, 2.27004], [4.75673, 3.35703, 1.11549], [8.88614, -2.08933, -0.79911], [8.05534, -3.15774, 0.38152], [8.89607, -1.88480, 1.04472], [6.89103, -1.04008, 2.07896], [6.08057, -2.32824, 1.11417], [4.84895, -0.37728, -0.10294], [5.75024, 0.68109, 1.04106], [3.18652, -0.29066, 1.39342], [5.17653, 0.24330, 3.41818], [3.45042, -0.07533, 3.70391], [3.58234, 2.36706, 3.69115], [3.04518, 1.98667, 2.08145], [5.62233, 3.99516, 0.93766], [3.87336, 3.98620, 1.22457], [4.53663, 2.81157, 0.19782], [-3.58301, -0.92888, -5.40160], [-2.69543, -0.34630, -4.41317], [-2.38117, 1.01016, -4.76113], [-1.08702, 1.55077, -4.06448], [-1.18625, 1.57800, -2.63773], [-0.75061, 2.90680, -2.23823], [-1.76338, 3.52335, -1.33563], [-1.83774, 2.64010, -0.22065], [-2.06203, 3.34885, 1.02329], [-3.16404, -0.86513, -6.40583], [-4.55027, -0.42790, -5.44079], [-3.67634, -1.99949, -5.21937], [-3.19047, 1.63912, -4.39026], [-2.18140, 1.19648, -5.81635], [-0.93731, 2.54463, -4.48630], [-0.27119, 0.91683, -4.41183], [-0.28682, 1.12605, -2.55486], [-0.58686, 3.72384, -2.94089], [0.21057, 2.86494, -1.72590], [-2.74313, 3.53891, -1.81306], [-1.46298, 4.54127, -1.08725], [-2.55024, 2.67630, 1.72857], [-2.70884, 4.22454, 0.96934], [-1.13428, 3.72275, 1.45641], [-5.12249, -0.85454, 2.41206], [-4.82305, -0.06882, 1.10303], [-4.95672, 1.45013, 1.21381], [-4.62988, 2.12009, -0.00571], [-5.46088, 3.27187, -0.26554], [-3.45831, -0.49093, 0.74584], [-4.39027, -0.85242, 3.21949], [-5.37948, -1.91324, 2.37722], [-6.00819, -0.35180, 2.80051], [-5.58417, -0.49857, 0.45179], [-4.29034, 1.82369, 1.99130], [-5.93566, 1.68903, 1.62940], [-5.32287, 3.56458, -1.30639], [-5.31576, 4.18406, 0.31320], [-6.52504, 3.03681, -0.28625], [-2.82460, -0.42147, 1.52922], [-3.73709, -1.45312, 0.87455], [-3.33480, -3.11703, -2.58805], [-2.17586, -2.77360, -1.63514], [-0.87209, -3.65178, -1.53694], [0.20976, -2.79046, -1.61240], [1.38668, -3.56805, -1.59424], [-1.80071, -1.43191, -2.01596], [-2.97612, -3.06889, -3.61622], [-4.16840, -2.41483, -2.57711], [-3.71791, -4.11753, -2.38728], [-2.50174, -2.71777, -0.59649], [-0.79246, -4.37045, -2.35258], [-0.86487, -4.20533, -0.59798], [2.27329, -2.94101, -1.50021], [1.39592, -4.11837, -2.53508], [1.40666, -4.28837, -0.77641], [-1.92224, -1.38789, -3.01765], [-0.80503, -1.57636, -1.92731], [-0.47464, -2.49012, 3.73137], [-0.97080, -1.16849, 4.49991], [0.21750, -0.63633, 5.38775], [-0.02499, 0.70439, 5.81714], [-1.14072, 0.74758, 6.69823], [-1.29375, -0.27107, 3.47363], [0.27142, -2.05068, 3.06925], [-1.23229, -2.98313, 3.12227], [-0.26236, -3.23996, 4.49345], [-1.88858, -1.34111, 5.06203], [1.09711, -0.60764, 4.74468], [0.31821, -1.26683, 6.27117], [-1.21409, 0.04393, 7.52744], [-2.09092, 0.76369, 6.16441], [-1.02956, 1.67261, 7.26396], [-1.42119, 0.63762, 3.89570], [-0.42870, -0.11828, 2.97520]],
  "forces_ev_per_a": [[1.8, -0.3, 1.0], [-1.1, -1.4, -2.6], [1.6, 0.2, 1.5], [-1.1, -0.3, -1.3], [-2.1, -1.0, -2.5], [0.7, 1.3, 1.8], [1.1, 0.2, 0.5], [0.3, 0.2, -1.8], [0.6, -1.1, -0.6], [-2.4, 0.0, 0.5], [0.3, -0.2, 0.2], [0.0, 0.2, 0.0], [-0.1, 0.0, 0.1], [0.5, 0.1, -0.5], [0.2, 0.4, 0.1], [-0.5, 0.8, 0.4], [-0.2, -0.2, 0.2], [-0.1, -0.3, 0.7], [1.0, -0.2, 0.6], [-1.5, 0.8, 0.0], [-0.6, -0.3, -0.8], [-1.7, 0.6, 0.7], [1.2, -0.4, 0.9], [0.5, -1.2, -2.1], [0.4, 1.1, 0.6], [-0.9, -1.3, 0.2], [0.0, 0.8, -0.2], [0.4, -0.1, 0.4], [-0.8, -0.3, -0.5], [1.0, 0.2, -0.2], [0.3, -0.2, 0.2], [-0.4, -0.1, 0.5], [0.7, -0.1, -0.1], [0.0, 0.2, -0.5], [0.5, 0.0, -0.6], [-0.1, 0.4, 0.5], [-0.1, 0.6, 0.4], [0.0, 0.1, 0.2], [0.0, -0.2, -0.2], [-0.1, 0.0, -0.1], [-0.1, 0.4, 0.4], [0.3, -0.8, 0.0], [0.6, 0.1, 0.0], [-0.1, 0.3, -1.7], [0.8, 0.5, 1.2], [-2.7, -1.6, -3.5], [2.1, 0.5, 0.7], [0.1, 2.2, 1.7], [0.1, -0.4, -0.1], [-0.6, 0.6, 1.2], [-0.2, -0.4, 0.7], [0.3, 0.2, -0.1], [-0.1, 0.0, 0.4], [-0.2, 0.2, 0.4], [-0.3, 0.1, -0.3], [-0.5, -0.5, -0.3], [0.0, -0.1, 0.0], [0.2, 0.0, 0.2], [0.5, -1.3, 1.4], [-0.1, -0.7, -1.2], [0.0, -0.2, 0.3], [-0.1, 0.2, -0.1], [0.0, -0.1, 0.5], [0.4, -0.1, -0.1], [-0.2, -0.1, -0.8], [0.3, -0.4, -0.2], [-1.2, 1.3, 1.1], [-0.1, -0.1, 1.7], [0.1, -0.1, 0.6], [-1.4, 0.8, 1.0], [-0.3, -0.3, -1.2], [-0.1, 0.0, -1.3], [0.5, 0.7, -0.3], [-0.1, 0.0, -1.0], [-0.2, -0.3, 0.4], [0.5, 0.4, -0.9], [0.3, -0.2, 0.2], [-0.4, 0.1, -0.6], [0.6, -0.1, -0.1], [0.4, -0.3, 0.6], [-0.1, -0.4, 0.6], [0.4, 0.7, 1.0], [1.4, -1.1, -1.3], [0.5, -1.2, 0.3], [-1.2, 0.0, 0.7], [-1.5, -0.3, -0.8], [0.9, -0.2, 0.8], [0.6, 0.0, -0.4], [0.6, 1.3, 0.7], [0.2, -0.4, 0.0], [0.2, 0.2, 0.6], [-0.1, 0.0, -0.2], [-0.5, -0.1, 0.0], [-0.2, -0.3, -0.2], [-0.1, -0.1, 0.1], [-0.3, 0.1, -0.1], [0.4, -0.2, -0.1], [-0.2, 0.0, 0.2], [-0.4, 0.8, -0.3], [1.0, 1.6, 0.1], [-1.3, 1.4, 1.6], [0.9, -2.6, 0.2], [-1.5, 0.0, -0.5], [-0.4, -1.0, 0.4], [0.1, 1.4, 0.5], [-0.5, 1.7, -1.3], [0.7, -1.0, 0.2], [-0.4, 0.5, -0.1], [1.1, 0.0, -0.3], [0.2, -0.3, 0.4], [0.2, -0.1, 0.3], [0.4, -0.2, -0.1], [0.5, -0.9, -0.4], [-0.1, -0.1, -0.1], [-0.2, 0.4, -0.4], [-0.3, 0.5, 0.1], [0.1, 0.2, -0.6]]
}

(3)
{
  "formula": "CH4ClN2O",
  "method": "wB97M-V/def2-TZVPD",
  "e_homo_ev": -15.941,
  "smiles": "[NH2+]=C(Cl)NO",
  "gap_ev": 11.2,
  "relative_energy_kcal_mol": 10.54,
  "total_charge": 1,
  "symbols": ["N", "C", "Cl", "N", "O", "H", "H", "H", "H"],
  "xyz": [[0.18864, -1.01714, -0.75291], [-0.96703, -0.59373, -0.18174], [-2.44895, -1.24447, -0.30500], [-0.84814, 0.49660, 0.62273], [0.50213, 0.83171, 0.89336], [1.04369, -0.49914, -0.80465], [0.16593, -1.93765, -1.16547], [-1.38108, 0.63275, 1.42107], [0.69191, 1.78868, 0.78425]],
  "forces_ev_per_a": [[-3.2, -0.9, 0.1], [4.3, 2.0, 1.0], [-1.0, -1.0, -0.3], [2.7, -0.1, -2.2], [-0.3, -0.3, 0.0], [0.1, 0.4, 0.5], [0.0, 0.1, -0.4], [-1.8, 0.2, 1.5], [-0.9, -0.4, -0.2]]
}